90
Properties=species:S:1:pos:R:3:lowdin_charge:R:1 method="wB97M-V/def2-TZVPD" gap_ev=6.24 e_above_lowest_kcal_mol=18.2 e_homo_ev=-4.0 total_charge=-1 molar_mass_da=667.44 total_energy_ha=-5588.894674 spin_multiplicity=1 fmax_ha_per_bohr=0.0450
H 6.2614 -0.1126 -0.3848 0.05
H -4.0168 0.2107 -0.5478 0.10
H 3.2423 -3.1319 -3.7230 0.02
H 4.3618 2.9332 3.2815 0.07
H 4.1381 -3.6594 -5.9417 0.07
H -9.3640 4.4732 -3.9548 0.07
H -2.9009 -3.0909 -1.3656 0.09
H 7.1900 1.4756 3.8840 0.08
C -5.9119 0.1808 -1.5694 -0.08
C -8.3151 2.5940 -4.1476 -0.32
H -2.1278 1.3195 0.8689 0.10
O -4.7338 2.1344 -0.7171 -0.10
O 1.9064 2.3412 2.3407 -0.11
H 8.9276 2.0344 5.5072 0.07
H 7.3845 0.0573 5.6923 0.11
H 3.9779 2.6241 4.9832 0.06
H 6.3213 1.5920 0.2031 0.06
C -4.6484 -4.6768 -0.3219 -0.09
H -0.0002 -0.9420 5.6756 0.07
H 1.9815 -2.4349 -5.5296 0.11
C -1.4196 -0.9940 4.0422 -0.32
C -4.5739 0.8220 -1.2619 -0.32
H 3.1683 3.9342 4.0962 0.07
H 2.6295 2.3324 1.6994 0.00
H 5.1102 0.4830 0.8286 0.04
H 0.4355 -2.0444 4.3553 0.08
H -4.9552 -4.0408 0.5096 0.07
H 8.5126 1.7148 7.2021 0.07
H 2.8530 0.9398 3.5046 0.10
H -2.2975 2.9825 -0.9579 0.09
O 6.4728 1.4867 4.5256 -0.09
O -1.9172 -1.9240 3.0818 -0.09
C 2.4598 1.9597 3.5895 -0.33
C 3.8832 0.1511 -1.8364 -0.73
H -5.6584 -3.5121 -1.8309 0.10
H 0.1587 -2.6221 0.4396 0.01
H 7.7334 3.0399 6.3147 0.07
H -4.3443 -4.5244 -2.4564 0.11
H -0.9695 -0.1680 3.4926 0.10
C 0.6632 1.6809 -1.7103 -0.16
H 2.9293 -4.0839 -7.1701 0.07
H -0.4993 3.2445 -2.6020 0.10
H -7.3332 2.1787 -3.9287 0.10
H -0.1222 -0.1062 1.0221 0.08
H -10.1433 2.1966 -3.6094 0.07
C -0.2330 0.6122 0.2113 -0.13
H 5.4281 1.6638 -1.9665 0.08
C 2.0948 -3.4912 -5.2571 -0.33
C 4.7655 1.2473 -1.1993 -0.81
Cl 3.8061 2.6227 -0.5424 0.66
H -6.4804 0.7846 -2.2790 0.05
H -6.5191 0.0977 -0.6635 0.08
H -0.8360 -2.4960 5.4826 0.07
O -9.2736 1.8378 -3.4101 -0.09
O 2.4023 -3.5819 -3.8752 -0.15
H 1.4584 1.8148 -2.4426 0.07
C 7.0066 1.0818 5.7796 -0.32
P 1.9718 -2.7398 -0.8589 0.38
H -2.3237 -2.6513 3.5621 0.07
C -4.6573 -3.8893 -1.6200 -0.33
H 6.1852 1.0848 6.4954 0.11
C 3.1731 -4.1446 -6.1063 -0.10
H -5.3228 -5.5342 -0.3776 0.07
H 3.4741 0.5791 -2.7566 0.04
Br 3.3980 -3.7669 0.6294 0.04
H 1.6467 1.9563 4.3184 0.10
H -3.9798 0.9129 -2.1693 0.12
Cl 4.9557 -1.2204 -2.3852 0.51
H -5.2469 2.0550 0.0924 0.08
H -3.6424 -5.0384 -0.0979 0.07
O -3.7911 -2.7656 -1.5422 -0.08
C 3.5579 2.9163 4.0191 -0.10
H -8.1822 4.1727 -2.6883 0.08
Al 2.4192 -0.4374 -0.5157 0.12
C 5.6734 0.7493 -0.0670 -0.18
H 3.0075 -0.2527 0.9645 -0.04
H -2.2595 -0.6026 4.6276 0.11
H 1.1370 -3.9897 -5.4081 0.11
H 3.2883 -5.1941 -5.8310 0.07
O 0.4386 -3.1476 -0.3220 -0.49
C -0.3933 -1.6522 4.9457 -0.09
C -0.4409 2.5005 -1.8145 -0.10
C -8.3718 4.0586 -3.7560 -0.09
C 8.1112 2.0198 6.2336 -0.10
H -8.5113 2.4699 -5.2182 0.11
C -1.3417 1.4146 0.1232 -0.11
C -1.4321 2.3276 -0.8818 -0.13
C 0.7932 0.7412 -0.7081 -0.26
H -5.7699 -0.8161 -1.9891 0.06
H -7.6335 4.6419 -4.3085 0.07

=====

88
Properties=species:S:1:pos:R:3:lowdin_charge:R:1 method="wB97M-V/def2-TZVPD" gap_ev="4.30 / 4.30" e_homo_ev="-18.6 / -18.6" total_charge=+4 molar_mass_da=708.10 total_energy_ha=-2636.104543 spin_multiplicity=1 fmax_ha_per_bohr=0.0795
H 4.1981 2.6134 -1.5752 0.11
H -3.1619 0.4058 3.9525 0.09
C -0.7904 1.7270 3.2528 -0.24
H 1.8864 1.4738 4.6545 0.09
H 3.5187 2.1519 4.4771 0.12
H -4.4954 -1.4542 -2.4832 0.09
H -1.9574 -0.8736 3.6527 0.05
H 0.1332 -1.9242 -1.7159 0.00
H 4.9853 0.7900 1.1318 0.10
H -2.7736 -1.5117 -2.9858 0.02
H -0.1967 -4.6833 -6.8947 0.14
C -2.6866 -0.2086 3.1733 -0.21
H -3.9986 1.8719 1.3560 0.04
C -1.2351 -3.6307 0.5069 -0.20
H 1.1821 -5.3173 -4.9369 0.13
O 1.0285 0.9223 0.7248 -0.46
P 2.1715 1.8102 1.2621 0.61
H -3.2229 1.3683 -2.4891 0.05
C 1.4794 -3.3752 -0.3266 -0.21
H 2.3793 -0.6037 3.5437 0.08
H -1.6070 -3.7822 -0.5171 0.06
H -0.9005 -4.5932 0.9216 0.09
H 0.0553 0.1578 -3.2593 0.09
C 3.2319 2.6088 -1.0617 -0.05
H -1.3214 2.0797 -2.3353 0.08
H 1.0838 -4.2844 -0.8001 0.08
H 0.7090 4.1289 -0.2393 0.08
Hf -0.4770 -0.0816 -0.2607 1.36
H 0.4012 -3.5228 2.7512 0.09
H 2.4772 2.1516 -1.7214 0.05
H 2.2624 -3.6566 0.3895 0.08
C -0.2175 -4.0736 -5.9739 -0.01
C 2.5436 2.0424 3.9783 -0.07
H -3.3700 -2.6304 -1.7373 0.06
C 0.5568 -4.4325 -4.8561 -0.02
H 1.9680 -2.7727 -1.1043 0.05
C -3.7811 1.1067 -1.5825 -0.22
N 2.7191 1.3102 2.7141 -0.27
H -4.6355 -0.0815 1.0467 0.04
C 3.1275 -0.0819 2.9313 -0.09
H 2.9462 3.6510 -0.8554 0.08
P -1.8105 0.8856 1.9751 0.76
H -2.0662 -3.2476 1.1170 0.05
C 0.7303 -2.5759 2.2948 -0.21
H -5.3143 -1.0897 -0.2567 0.09
H 0.2863 4.9112 1.3031 0.12
O -0.5300 -1.7998 -2.4739 -0.18
H -3.4538 -0.8192 2.6936 0.02
H -2.6481 3.0006 1.0747 0.05
C -0.3184 1.8598 -1.9477 -0.02
H 3.2577 4.6828 0.9017 0.10
H 3.4405 4.0253 2.5556 0.10
H 3.2629 -0.6254 1.9878 0.06
H 2.1117 3.0372 3.8165 0.08
H -4.8268 0.8967 -1.8504 0.09
H -0.1908 0.9901 3.7986 0.05
P 0.1697 -2.4417 0.5519 0.75
C -1.0311 -2.1457 -4.7609 -0.03
H -4.1215 -1.7852 0.8675 0.05
H 1.4655 0.5880 -2.2078 0.09
H 4.0792 -0.0906 3.4841 0.12
H 5.1828 1.1381 -0.5997 0.10
C 2.7203 4.3750 1.8084 -0.05
C 0.5056 3.9434 0.8281 -0.08
H 0.2142 2.7175 -1.5266 0.06
H -1.4620 2.2218 3.9683 0.09
H -1.5848 -2.6055 -6.7890 0.13
H -1.6286 -1.2334 -4.7186 0.11
H -3.2372 2.7099 2.7286 0.09
N 3.4030 1.8511 0.1833 -0.28
C 0.3921 0.7247 -2.3902 -0.11
C -3.0470 2.2380 1.7540 -0.22
H 0.3122 -1.7465 2.8818 0.03
H -3.7452 1.9573 -0.8904 0.04
H 1.8277 -2.5135 2.3469 0.05
C -3.4632 -1.6145 -2.1407 -0.22
H 1.1843 -3.9333 -2.8599 0.09
H -0.1229 2.4841 2.8228 0.02
C -0.2948 -2.5327 -3.6440 -0.29
C -4.4048 -0.8742 0.3252 -0.23
P -3.0481 -0.4012 -0.8304 0.72
C -1.0087 -2.9132 -5.9219 -0.02
N 1.6772 3.3705 1.5154 -0.31
H 4.0821 -0.1642 -0.0999 0.08
C 4.4606 0.8371 0.1646 -0.06
H 2.2205 5.2634 2.2087 0.11
C 0.5414 -3.6534 -3.6900 -0.01
H -0.3846 3.3014 0.9317 0.04

=====

88
Properties=species:S:1:pos:R:3:lowdin_charge:R:1 method="wB97M-V/def2-TZVPD" gap_ev="2.16 / 2.30" e_above_lowest_kcal_mol=19.3 e_homo_ev="-17.0 / -17.0" total_charge=+4 molar_mass_da=799.77 total_energy_ha=-5106.860472 spin_multiplicity=1 fmax_ha_per_bohr=0.0817
H -0.4746 2.2815 -2.9581 0.04
P -0.9791 -2.3807 -0.0180 0.73
Se 1.8485 2.3353 -1.1569 0.86
C 2.7860 2.6223 -3.9376 -0.09
C -1.8536 3.5521 4.0259 -0.09
H 3.5271 1.1764 1.0142 0.03
H 3.4423 3.0639 -5.9559 0.13
H -4.3688 0.3859 0.9968 0.07
H 3.2598 -3.4357 1.6461 0.06
H 1.4783 -0.7718 -3.8220 0.05
H -3.3256 -0.2370 5.5233 0.10
C -1.4488 -3.5025 -1.4016 -0.33
H 4.1250 -0.5070 -2.5356 0.05
H 4.3557 -2.1978 -3.0711 0.08
H 2.9529 1.3131 -1.2765 -0.17
H -2.1909 -3.0137 -2.0751 -0.02
H -2.7375 -3.5094 1.2861 0.08
H 4.5660 -2.7494 0.6426 0.05
C 2.5774 -3.7678 -1.7584 -0.23
H -2.7540 1.3266 -3.7498 -0.06
C 4.0544 -1.5605 -2.2322 -0.24
H 1.1628 -0.1393 2.5375 0.01
H 3.2213 -4.0366 -0.9099 0.06
H -3.2081 1.6554 -6.7397 0.12
H 1.7062 -1.7175 3.1602 0.06
C -1.0567 -0.7480 4.3579 -0.09
N -1.0816 2.6150 3.2248 -0.28
H -0.2607 -0.1875 4.8969 0.10
H 2.7687 -0.3106 3.3146 0.10
C 0.1792 2.7469 -4.9671 -0.09
H -3.0996 3.6947 1.5746 0.09
H 0.6544 -2.3599 -3.6353 0.04
H 0.9612 2.1824 2.6754 0.06
H -2.9372 2.3279 0.3815 0.07
H -0.8441 2.8379 -5.3746 0.08
H 2.3477 -2.2880 -4.2337 0.09
H 4.4060 -2.2667 2.3544 0.09
C 1.2789 2.9962 -5.7859 -0.03
H -3.1427 -0.1983 -5.0168 0.05
C 0.3652 2.6373 3.4822 -0.08
C 1.6175 -1.8318 -3.5426 -0.22
H -3.3349 -1.9974 0.4627 0.05
H -4.1463 -0.2392 2.6546 0.07
H -1.8932 -4.4164 -0.9854 0.07
H -5.3435 1.0239 2.3444 0.11
H 4.6560 0.1073 0.1437 0.05
H 3.7716 2.5381 -3.4562 0.12
C 3.8536 -2.5372 1.4497 -0.22
H 4.7249 -1.7470 -1.3764 0.05
H -2.9174 3.4939 3.8089 0.08
H 3.0828 -4.0786 -2.6811 0.08
H -0.5917 -1.3135 3.5396 0.04
C -2.4792 -2.4512 1.0346 -0.27
H -1.6942 3.3982 5.1010 0.10
H 0.6271 3.7062 3.5225 0.10
H -0.5470 -3.7632 -1.9853 0.02
C -2.9592 0.6274 4.9648 -0.09
C -3.5104 2.7262 1.2602 -0.10
H 0.2604 -3.0105 1.9546 0.03
H -1.5469 -1.4407 5.0570 0.11
H 4.6198 0.0919 1.9308 0.09
H -3.8105 1.1788 4.5518 0.09
C 2.0230 -0.7963 2.6705 -0.21
P 2.3072 -1.9509 -1.8475 0.91
H -1.5169 4.5630 3.7706 0.10
H -2.9640 2.8892 -5.4013 0.12
C 0.3729 2.4450 -3.6324 -0.20
C 4.0112 0.1932 1.0240 -0.24
N -3.3805 1.7213 2.3233 -0.31
C -3.0394 1.8208 -5.6729 0.13
C 0.0470 -3.5261 1.0046 -0.26
C 1.6755 2.4763 -3.0869 -0.60
C 2.5929 2.8845 -5.2964 -0.01
H 1.6352 -4.3158 -1.6715 0.04
N -2.1103 0.1484 3.8965 -0.30
H 1.0658 3.3274 -6.7891 0.12
H -4.5403 2.9190 0.9618 0.10
O -0.8889 0.5850 1.6517 -0.35
H 0.9704 -3.7569 0.4508 0.00
C -2.9162 0.8157 -4.7563 -0.29
H -0.5436 -4.4346 1.1915 0.08
P 2.7526 -1.1291 1.0349 0.97
P -1.7713 1.2372 2.6421 0.54
H 0.6617 2.1616 4.4317 0.10
C -4.3471 0.6486 2.0677 -0.11
Pb -2.0866 -0.2501 -2.8389 1.64
H -2.4040 1.2713 5.6659 0.10
H -2.3067 -1.8784 1.9685 0.03